[1]
Molecular formula: C42H46F5N4O2SSeSn
Method: DFT, ωB97M-V/def2-TZVPD

E_HOMO (spin up / spin down) ... -9.71 / -9.72 eV
Energy above the lowest of the compared OMol25 structures with the same formula, charge and spin ... 90.6 kcal/mol
Multiplicity ... 1
Gap between HOMO and LUMO (spin up / spin down) ... 0.1815 / 0.1778 Ha
Net charge ... +1

Last column: Mulliken charge in e.
Atoms and positions in Å:
Sn: -11.7991 -14.3957 -10.5841  2.17
C: -18.6134 -11.8192 -13.8377  -1.72
C: -17.9585 -12.8943 -14.7081  1.98
C: -17.3315 -12.2146 -15.9513  -1.23
C: -19.0342 -13.8670 -15.2412  -1.62
C: -16.8744 -13.4960 -13.8437  -0.61
C: -15.5830 -13.9684 -14.2781  0.12
C: -14.7009 -14.4055 -13.3292  -0.55
Se: -12.8688 -14.8582 -13.6945  0.18
C: -12.0335 -13.0397 -13.8538  -0.28
C: -12.4858 -12.1790 -14.8471  -0.14
C: -11.8419 -11.0000 -15.1886  0.13
C: -10.6568 -10.6924 -14.3763  -0.66
C: -10.0057 -11.6891 -13.6339  -0.75
C: -10.8478 -12.7808 -13.1674  1.28
O: -10.5133 -13.3840 -12.0215  -0.74
C: -8.4973 -11.6163 -13.2463  2.18
C: -8.1801 -11.2698 -11.7631  -1.40
C: -7.9334 -12.9811 -13.6333  -1.43
C: -7.8154 -10.4641 -14.0660  -2.05
C: -12.3852 -9.9559 -16.1713  2.18
C: -11.2759 -8.9473 -16.5350  -2.02
C: -12.9514 -10.6607 -17.4329  -1.72
C: -13.5482 -9.2230 -15.5186  -1.33
C: -15.0681 -14.7028 -11.9608  0.97
O: -14.1365 -15.0654 -11.1533  -0.94
C: -16.4692 -14.4476 -11.5868  -0.18
C: -17.2175 -13.8389 -12.5404  -0.64
C: -17.1846 -14.9768 -10.3111  2.02
C: -16.2083 -15.5035 -9.2389  -1.60
C: -18.0956 -16.2071 -10.6865  -1.64
C: -18.0547 -13.8576 -9.8373  -1.65
H: -19.0043 -10.9584 -14.4246  0.37
H: -17.9138 -11.3659 -13.1048  0.35
H: -19.5087 -12.2483 -13.3724  0.39
H: -17.8863 -11.3141 -16.2905  0.38
H: -17.1175 -12.9694 -16.7683  0.28
H: -16.3410 -11.8611 -15.5979  0.12
H: -19.6142 -13.3263 -15.9828  0.47
H: -19.7315 -14.1360 -14.4310  0.35
H: -18.6077 -14.7665 -15.7259  0.35
H: -15.3004 -14.0465 -15.3438  0.56
H: -13.4131 -12.4063 -15.3221  0.00
H: -10.2192 -9.6865 -14.4529  0.13
H: -8.3122 -12.1191 -11.0990  0.08
H: -8.7761 -10.4095 -11.4073  0.27
H: -7.1111 -10.9811 -11.8211  0.52
H: -8.3797 -13.8137 -13.0787  0.13
H: -6.8682 -13.0917 -13.3490  0.40
H: -8.0514 -13.1633 -14.7766  0.29
H: -8.1187 -9.4782 -13.7371  0.37
H: -7.9784 -10.6028 -15.1224  0.38
H: -6.7274 -10.5217 -13.9131  0.50
H: -10.3553 -9.3932 -16.8819  0.40
H: -10.9649 -8.2452 -15.7280  0.34
H: -11.6627 -8.2193 -17.2622  0.44
H: -12.2089 -11.3178 -17.8695  0.43
H: -13.1327 -9.9200 -18.2384  0.41
H: -13.8075 -11.2625 -17.2660  0.22
H: -13.2937 -8.7524 -14.5784  0.34
H: -14.4909 -9.8557 -15.3479  0.00
H: -13.8977 -8.4567 -16.1794  0.50
H: -18.2602 -13.6316 -12.2768  0.04
H: -15.8218 -16.5564 -9.4635  0.30
H: -16.6357 -15.4472 -8.2708  0.58
H: -15.2672 -14.9291 -9.1709  0.06
H: -17.6698 -16.7626 -11.4849  0.34
H: -19.0845 -15.7399 -10.9235  0.30
H: -18.1685 -16.8343 -9.7772  0.47
H: -17.4108 -12.9865 -9.6593  0.31
H: -18.5600 -14.1771 -8.8881  0.43
H: -18.7541 -13.5787 -10.6221  0.47
S: -10.3739 -21.3069 -7.8581  0.19
N: -10.3895 -19.8190 -7.0129  -0.65
C: -10.1210 -18.8767 -7.8922  0.41
C: -10.0599 -17.4953 -7.6166  0.10
C: -9.9744 -16.9677 -6.3404  -0.25
C: -9.8458 -15.5630 -6.1624  -1.03
C: -10.0250 -14.7690 -7.3283  -0.20
N: -10.2120 -15.2372 -8.6183  -0.44
C: -10.1860 -16.5869 -8.7342  -0.14
C: -10.1579 -17.1522 -10.0955  0.18
N: -10.4475 -16.3189 -11.1787  0.27
C: -10.2328 -16.7229 -12.4320  0.13
C: -9.7439 -18.0097 -12.7667  -1.32
C: -9.6056 -18.8961 -11.7229  -0.55
C: -9.8190 -18.5015 -10.3460  0.42
C: -9.8759 -19.4081 -9.2350  0.51
N: -10.1079 -20.7243 -9.3755  -0.58
H: -9.9593 -17.7075 -5.5703  0.59
H: -9.6461 -15.1217 -5.1832  0.42
H: -10.1348 -13.6727 -7.2385  0.43
H: -10.4892 -16.0601 -13.2498  0.50
H: -9.4715 -18.2902 -13.7673  0.50
H: -9.2534 -19.8717 -11.9026  0.53
F: -13.2539 -11.7537 -11.1042  -0.24
C: -12.9157 -12.4293 -9.8953  0.36
F: -14.0869 -12.6422 -9.1643  -0.29
C: -12.0469 -11.4585 -9.1003  0.42
F: -12.6495 -10.2084 -9.0843  -0.27
F: -10.8037 -11.2902 -9.6345  -0.09
F: -11.8218 -11.8197 -7.8106  -0.24

---

[2]
Molecular formula: C42H46HfN4O2S2Te
Method: DFT, ωB97M-V/def2-TZVPD

E_HOMO (spin up / spin down) ... -8.54 / -9.71 eV
Energy above the lowest of the compared OMol25 structures with the same formula, charge and spin ... 7.1 kcal/mol
Multiplicity ... 2
Gap between HOMO and LUMO (spin up / spin down) ... 0.1829 / 0.2260 Ha
Net charge ... +1

Last column: Mulliken charge in e.
Atoms and positions in Å:
Hf: 0.7056 1.3771 1.1450  0.32
C: -2.4372 2.8210 -0.1587  -1.17
C: -2.4429 2.5950 1.3201  1.10
C: -3.6331 2.7831 2.0198  -0.99
C: -3.6691 2.6035 3.3796  -0.96
C: -2.4956 2.2776 4.0360  -1.17
C: -1.3336 2.1316 3.3107  1.32
N: -1.3104 2.2473 1.9613  0.50
C: -0.0458 1.9044 4.0255  0.42
C: 0.1097 2.2710 5.3538  -1.10
C: 1.3321 2.0833 5.9659  -1.23
C: 2.3810 1.5545 5.2383  -1.04
C: 2.1804 1.2411 3.9062  0.14
N: 0.9826 1.3913 3.3353  1.48
C: 3.2753 0.7975 3.0098  1.15
C: 4.4437 0.2914 3.5266  -1.22
C: 5.4960 0.0113 2.6658  -0.95
C: 5.3461 0.3151 1.3363  -0.98
C: 4.1275 0.8012 0.8607  0.90
C: 4.0269 1.1571 -0.5908  -1.29
N: 3.0793 0.9722 1.6812  0.71
H: -3.4338 3.0942 -0.4992  0.50
H: -2.1199 1.9345 -0.7027  -0.02
H: -1.7421 3.6206 -0.4105  0.21
H: -4.5238 3.0575 1.4718  0.46
H: -4.5918 2.7313 3.9321  0.45
H: -2.4946 2.1162 5.1040  0.47
H: -0.6975 2.7452 5.8911  0.57
H: 1.4783 2.3855 6.9952  0.46
H: 3.3548 1.4378 5.6906  0.47
H: 4.5391 0.1121 4.5882  0.47
H: 6.4203 -0.4091 3.0402  0.47
H: 6.1614 0.1764 0.6388  0.55
H: 4.7386 1.9586 -0.8026  0.53
H: 3.0365 1.4957 -0.8664  -0.26
H: 4.3014 0.3054 -1.2153  0.37
C: 2.0411 4.2203 -2.4876  -1.93
C: 1.6337 3.6892 -1.1244  0.12
S: 0.6873 2.1797 -1.1799  -0.18
C: 1.9748 4.2841 0.0258  1.19
C: 2.8476 5.5108 0.0828  -1.60
S: 1.4290 3.7337 1.6215  -0.50
H: 1.6504 3.5794 -3.2753  0.43
H: 3.1280 4.2604 -2.5967  0.37
H: 1.6525 5.2277 -2.6512  0.42
H: 3.2230 5.7915 -0.8994  0.43
H: 3.6975 5.3257 0.7439  0.31
H: 2.2971 6.3555 0.5038  0.32
C: 0.1507 -1.6532 3.8527  -1.79
C: 0.4223 -1.0572 2.5193  -0.14
O: -0.4189 -0.2539 1.8784  -0.28
N: 1.5413 -1.4530 1.8002  0.52
Te: -1.4165 -1.0635 -0.7123  1.13
C: -2.8758 -1.0602 -2.2753  0.04
C: -4.2213 -1.3209 -1.9901  0.81
C: -4.7613 -1.6996 -0.6271  -1.93
C: -5.1548 -1.2260 -3.0258  -0.76
C: -4.7993 -0.8649 -4.3121  0.65
C: -5.8229 -0.7484 -5.4097  -1.55
C: -3.4562 -0.5944 -4.5689  -0.85
C: -2.4888 -0.6829 -3.5794  0.80
C: -1.0524 -0.4035 -3.9493  -0.72
C: -0.2474 -2.7302 -1.3782  -0.02
C: 1.0917 -2.5629 -1.7561  1.03
C: 1.7889 -1.2269 -1.7544  -0.57
C: 1.8272 -3.6800 -2.1483  -1.14
C: 1.2799 -4.9539 -2.1636  0.60
C: 2.0893 -6.1507 -2.5882  -1.64
C: -0.0434 -5.0964 -1.7685  -1.05
C: -0.8213 -4.0137 -1.3757  0.84
C: -2.2495 -4.2689 -0.9739  -1.42
H: -0.0740 -2.7250 3.7743  0.42
H: -0.7038 -1.1526 4.3052  0.35
H: 1.0202 -1.5511 4.5141  0.37
H: -4.0158 -1.6073 0.1560  0.15
H: -5.1212 -2.7308 -0.6348  0.33
H: -5.6104 -1.0628 -0.3711  0.53
H: -6.1971 -1.4365 -2.8009  0.38
H: -6.8070 -1.0736 -5.0741  0.37
H: -5.5360 -1.3535 -6.2714  0.36
H: -5.9041 0.2853 -5.7521  0.33
H: -3.1567 -0.3022 -5.5718  0.39
H: -0.9849 -0.0226 -4.9682  0.45
H: -0.4598 -1.3210 -3.8884  0.22
H: -0.6008 0.3314 -3.2806  -0.29
H: 1.2888 -0.5007 -2.3972  0.07
H: 2.8177 -1.3378 -2.1029  0.42
H: 1.8221 -0.8010 -0.7515  -0.21
H: 2.8610 -3.5450 -2.4513  0.28
H: 3.1225 -5.8754 -2.7973  0.35
H: 1.6689 -6.6021 -3.4888  0.35
H: 2.0888 -6.9154 -1.8095  0.37
H: -0.4921 -6.0855 -1.7653  0.39
H: -2.4436 -5.3388 -0.9011  0.45
H: -2.9343 -3.8481 -1.7112  0.21
H: -2.4751 -3.8055 -0.0136  0.23
O: 3.2700 -3.0823 1.6426  -0.55
C: 2.3876 -2.3222 1.7700  0.70

---

[3]
Molecular formula: C42H47As2BrGeIN2O3Zr
Method: DFT, ωB97M-V/def2-TZVPD

E_HOMO ... -15.12 eV
Energy above the lowest of the compared OMol25 structures with the same formula, charge and spin ... 38.8 kcal/mol
Multiplicity ... 1
Gap between HOMO and LUMO ... 0.2070 Ha
Net charge ... +3

Last column: Mulliken charge in e.
Atoms and positions in Å:
Zr: -0.3485 -0.8052 -0.4941  0.13
C: -1.8028 -3.7428 -2.1662  -1.28
As: -0.9556 -3.5867 -0.4045  1.17
C: -2.2223 -4.6541 0.5872  -1.13
C: 0.6578 -4.5925 -0.6834  0.38
C: 0.8763 -5.8372 -0.1073  -0.61
C: 2.0503 -6.5285 -0.3962  -0.79
C: 2.9886 -5.9800 -1.2530  -0.82
C: 2.7770 -4.7283 -1.8217  -0.71
C: 1.6131 -4.0243 -1.5295  -0.07
As: 1.3398 -2.2587 -2.2452  0.55
C: 0.8533 -2.4554 -4.1102  -1.18
C: 3.0873 -1.4659 -2.3816  -1.32
H: -1.3708 -4.6117 -2.6688  0.47
H: -1.7015 -2.8549 -2.7920  0.34
H: -2.8693 -3.9012 -1.9997  0.52
H: -2.3929 -5.5515 -0.0131  0.50
H: -3.1488 -4.0897 0.6852  0.22
H: -1.8564 -4.9232 1.5778  0.46
H: 0.1468 -6.2905 0.5521  0.49
H: 2.2239 -7.4989 0.0459  0.47
H: 3.8955 -6.5233 -1.4780  0.46
H: 3.5366 -4.3229 -2.4795  0.46
H: 1.5837 -3.1527 -4.5314  0.45
H: 0.9428 -1.4883 -4.6071  0.45
H: -0.1479 -2.8514 -4.2372  0.39
H: 3.6298 -2.0100 -3.1597  0.78
H: 3.6085 -1.5383 -1.4320  0.22
H: 2.9833 -0.4221 -2.6742  0.42
Br: -3.0571 0.5978 5.3323  -0.15
C: -3.1185 1.6309 3.7712  0.05
C: -3.6314 2.9250 3.8518  -0.47
C: -3.7021 3.7223 2.7219  -0.70
C: -3.2692 3.2407 1.4955  -0.96
C: -2.7601 1.9557 1.3955  -0.12
C: -2.6842 1.1667 2.5337  0.19
I: -1.9102 -0.7729 2.4205  0.53
H: -3.9734 3.2968 4.8066  0.48
H: -4.1008 4.7228 2.8034  0.46
H: -3.3314 3.8655 0.6157  0.52
H: -2.4363 1.5826 0.4328  0.58
O: -1.0989 0.8246 -1.5760  -0.66
C: 0.0420 1.4333 -1.5241  0.98
O: 1.0113 0.6258 -1.3379  0.48
C: 0.2004 2.8907 -1.3929  -0.82
C: 0.5122 3.1480 0.1026  -0.64
Ge: 2.3363 2.6955 0.7374  1.39
C: 2.6280 3.5856 2.4127  0.43
C: 1.6318 3.5554 3.3907  -0.41
C: 1.8169 4.1834 4.6101  -0.76
C: 3.0050 4.8539 4.8641  -0.56
C: 4.0020 4.8913 3.9031  -0.72
C: 3.8150 4.2604 2.6822  -0.54
C: 2.4656 0.7391 1.0638  -0.86
C: 3.6799 0.0630 1.0031  -0.01
C: 3.7572 -1.3236 1.1344  -1.33
C: 2.6218 -2.0834 1.3599  -0.68
C: 1.4028 -1.4256 1.5473  0.49
C: 1.3416 -0.0349 1.3945  -0.96
C: 3.5302 3.2110 -0.6897  -0.08
C: 3.6943 4.5809 -0.9154  -0.40
C: 4.4991 5.0436 -1.9458  -0.86
C: 5.1582 4.1418 -2.7661  -0.57
C: 5.0054 2.7790 -2.5609  -0.77
C: 4.1949 2.3215 -1.5321  0.42
H: -0.7110 3.3936 -1.7145  0.66
H: 1.0478 3.2099 -2.0064  0.26
H: -0.2708 2.7048 0.7234  -0.11
H: 0.4294 4.2243 0.2726  0.58
H: 0.6917 3.0384 3.2108  0.33
H: 1.0417 4.1559 5.3628  0.45
H: 3.1526 5.3478 5.8136  0.42
H: 4.9256 5.4142 4.1047  0.44
H: 4.6063 4.3030 1.9442  0.37
H: 4.5993 0.6103 0.8367  0.56
H: 4.7213 -1.8101 1.0638  0.45
H: 2.6865 -3.1575 1.4745  0.52
H: 0.5646 -1.9890 1.9574  0.56
H: 0.4244 0.4999 1.6713  1.17
H: 3.2050 5.3070 -0.2749  0.46
H: 4.6204 6.1057 -2.1016  0.45
H: 5.7943 4.5021 -3.5622  0.42
H: 5.5269 2.0783 -3.1980  0.44
H: 4.0893 1.2516 -1.3936  0.13
N: -2.5569 -1.0782 -0.7983  -0.48
C: -3.7170 -0.9714 -0.6723  0.14
N: -4.9772 -0.8553 -0.5341  0.11
C: -5.7657 -1.7303 0.3720  -0.44
C: -6.8027 -2.4644 -0.4663  -0.58
O: -7.5889 -1.5420 -1.1787  -0.37
C: -6.8322 -0.8074 -2.1124  -0.57
C: -5.7870 0.0423 -1.4040  -0.53
H: -6.2482 -1.0720 1.0974  0.27
H: -5.0836 -2.3988 0.8975  0.37
H: -7.4715 -3.0317 0.1809  0.38
H: -6.3126 -3.1620 -1.1618  0.31
H: -7.5269 -0.1627 -2.6504  0.38
H: -6.3563 -1.4850 -2.8347  0.31
H: -6.2559 0.7774 -0.7476  0.30
H: -5.1185 0.5473 -2.1004  0.45

---

[4]
Molecular formula: C42H47F4N3O3
Method: DFT, ωB97M-V/def2-TZVPD

E_HOMO ... -9.02 eV
Energy above the lowest of the compared OMol25 structures with the same formula, charge and spin ... 0.0 kcal/mol
Multiplicity ... 1
SMILES ... Fc1ccccc1.Fc1ccccc1.Fc1ccccc1.Fc1ccccc1.c1ccncc1.c1ccncc1.c1ccncc1.CO.CO.CO
Gap between HOMO and LUMO ... 0.3462 Ha

Last column: Mulliken charge in e.
Atoms and positions in Å:
F: 1.1307 2.8115 2.2400  0.05
C: 1.8755 2.2384 3.2097  -0.34
C: 2.2996 0.9366 3.0021  0.60
C: 2.9626 0.2783 4.0313  -0.88
C: 3.1568 0.9307 5.2464  -0.38
C: 2.7137 2.2371 5.4386  -0.52
C: 1.9973 2.8652 4.4376  -0.49
H: 2.1004 0.4683 2.0452  0.38
H: 3.2116 -0.7671 3.9074  0.39
H: 3.5612 0.3976 6.0977  0.37
H: 2.8689 2.6753 6.4145  0.38
H: 1.6534 3.8856 4.5599  0.43
F: -0.7567 -2.8390 -0.8565  -0.23
C: -1.9135 -3.1129 -0.2189  0.07
C: -2.7793 -4.0686 -0.6676  -0.33
C: -3.9764 -4.2904 0.0294  -0.55
C: -4.2366 -3.5649 1.1748  -0.62
C: -3.3770 -2.5436 1.5823  -0.80
C: -2.1892 -2.3544 0.9196  0.07
H: -2.4813 -4.6014 -1.5641  0.43
H: -4.6040 -5.1075 -0.2961  0.43
H: -5.1483 -3.8022 1.7098  0.40
H: -3.5745 -1.8885 2.4201  0.49
H: -1.5364 -1.5518 1.2419  0.56
F: -3.3137 -1.7105 -3.3274  -0.29
C: -2.4778 -0.8702 -3.9637  0.14
C: -2.9101 -0.1706 -5.0807  -0.61
C: -2.0159 0.7036 -5.6933  -0.48
C: -0.7311 0.8197 -5.2075  -0.75
C: -0.2865 0.1206 -4.0844  -0.41
C: -1.1919 -0.7446 -3.4869  0.31
H: -3.9039 -0.2870 -5.4910  0.46
H: -2.3667 1.3229 -6.5066  0.40
H: -0.0424 1.4949 -5.7079  0.32
H: 0.7167 0.1936 -3.6946  0.60
H: -0.8584 -1.3870 -2.6792  0.26
F: -7.6171 -0.6861 -1.1298  -0.34
C: -6.5405 0.0825 -0.8478  0.28
C: -5.2721 -0.4086 -0.9785  -0.56
C: -4.1956 0.4266 -0.6744  0.15
C: -4.4062 1.7091 -0.1924  -0.34
C: -5.7105 2.1767 -0.0401  -0.58
C: -6.7895 1.3662 -0.3653  -0.55
H: -5.0741 -1.3634 -1.4493  0.52
H: -3.2018 0.0656 -0.9077  0.32
H: -3.5189 2.3250 -0.1345  0.25
H: -5.9199 3.2121 0.1953  0.39
H: -7.7977 1.7245 -0.2159  0.43
C: 4.5359 0.1946 -0.5021  -0.24
C: 4.1437 1.5073 -0.3135  0.27
C: 5.0493 2.5303 -0.5056  -0.70
N: 6.3435 2.3118 -0.8259  -0.62
C: 6.6987 1.0519 -1.0222  -0.24
C: 5.8479 -0.0480 -0.8653  -0.91
H: 3.8862 -0.6647 -0.4194  0.78
H: 3.1388 1.7072 0.0379  0.38
H: 4.7769 3.5612 -0.3260  0.53
H: 7.7264 0.7903 -1.2558  0.33
H: 6.2164 -1.0573 -0.9889  0.40
C: 0.8558 -4.3169 3.5640  -0.47
C: 1.0982 -3.8987 2.2615  -0.11
C: 2.3316 -3.3623 1.9583  -0.16
N: 3.3421 -3.2599 2.8329  -0.54
C: 3.1220 -3.7254 4.0604  -0.34
C: 1.8945 -4.2369 4.4868  -0.32
H: -0.1059 -4.6301 3.9479  0.40
H: 0.2678 -3.9676 1.5714  0.31
H: 2.5610 -2.8969 1.0088  0.41
H: 3.9304 -3.6779 4.7797  0.37
H: 1.7002 -4.4162 5.5354  0.39
C: -0.1534 3.1735 -2.5764  0.10
C: -0.4431 3.8208 -1.3918  -0.60
C: 0.6137 4.1629 -0.5455  -0.20
N: 1.8923 4.1180 -0.8860  -0.49
C: 2.1649 3.5857 -2.0897  -0.59
C: 1.1965 3.1137 -2.9476  -0.44
H: -0.8763 2.8185 -3.2975  0.47
H: -1.4606 3.8501 -1.0211  0.38
H: 0.3409 4.4595 0.4614  0.39
H: 3.2164 3.6329 -2.3442  0.53
H: 1.4996 2.6737 -3.8900  0.44
C: -1.8268 2.1715 2.5813  -0.22
O: -3.2295 2.3661 2.7275  -0.50
H: -1.5592 1.1122 2.6863  0.15
H: -1.4271 2.5160 1.6290  -0.15
H: -1.3150 2.6835 3.4008  0.36
H: -3.3965 2.6374 3.6300  0.32
C: 0.4999 0.4423 -0.2309  0.47
O: 1.1796 -0.6851 0.2782  0.36
H: -0.4651 0.1477 -0.6670  -0.18
H: 0.3089 1.1734 0.5540  -0.23
H: 1.0881 0.9229 -1.0209  -0.01
H: 1.6146 -1.1869 -0.4264  -0.20
C: 2.1499 -2.4137 -3.0941  -0.81
O: 2.2818 -1.2840 -2.2282  -0.16
H: 3.0770 -2.9864 -3.1655  0.34
H: 1.3058 -3.0263 -2.7842  0.17
H: 1.9008 -2.1155 -4.1208  0.33
H: 2.9280 -0.7282 -2.6826  0.19

---

Question: Which formula does entry 2 have?
Answer: C42H46HfN4O2S2Te

---

Question: The highest energy above the lowest of the compared OMol25 structures with the same formula, charge and spin belongs to which entry?
Answer: C42H46F5N4O2SSeSn

---

Question: Which of these has the highest multiplicity?
Answer: C42H46HfN4O2S2Te

---

Question: Which value of multiplicity does entry 1 give?
Answer: 1